This record from the OMol25 dataset describes C26H15Cl2F2N4OV as an isolated structure. The level of theory is ωB97M-V/def2-TZVPD.

Kohn-Sham gap (alpha / beta)   6.91 / 6.85 eV
Total charge   0
Multiplicity   3

Each line ends with the Mulliken spin population.
Geometry (Å):
V1 -1.502 1.212 -0.427  1.9962
Cl1 -4.590 4.394 1.518  0.0004
C1 -3.410 3.486 2.396  -0.0030
C2 -3.321 3.653 3.801  -0.0024
C3 -2.402 2.969 4.527  0.0024
Cl2 -2.313 3.209 6.246  0.0001
C4 -1.515 2.059 3.893  0.0037
C5 -0.517 1.293 4.535  0.0076
C6 0.268 0.454 3.803  -0.0022
C7 0.064 0.354 2.413  0.0276
N1 -0.851 1.046 1.783  -0.0313
C8 -1.633 1.907 2.507  0.0265
C9 -2.576 2.638 1.735  -0.0154
O1 -2.573 2.436 0.407  -0.0289
H1 -3.996 4.341 4.292  -0.0004
H2 -0.385 1.381 5.607  0.0006
H3 1.040 -0.140 4.273  0.0001
H4 0.662 -0.321 1.807  0.0004
N2 5.521 -5.375 -3.461  0.0000
C10 4.726 -4.626 -3.102  0.0000
C11 3.724 -3.680 -2.643  0.0000
C12 2.605 -3.420 -3.428  -0.0003
C13 1.648 -2.523 -2.983  0.0003
C14 1.812 -1.878 -1.761  0.0055
C15 2.935 -2.137 -0.984  0.0007
C16 3.889 -3.042 -1.418  -0.0007
C17 0.781 -0.904 -1.296  -0.0232
C18 1.144 0.448 -1.349  0.0186
C19 2.362 1.001 -1.815  0.0396
C20 2.278 2.364 -1.659  -0.0114
C21 1.003 2.626 -1.107  0.0542
N3 0.324 1.496 -0.922  -0.0682
C22 -0.424 -1.457 -0.859  0.0205
C23 -0.727 -2.837 -0.706  0.0331
C24 -1.995 -2.921 -0.197  -0.0081
C25 -2.451 -1.588 -0.048  0.0541
N4 -1.532 -0.711 -0.433  -0.0484
H5 2.489 -3.920 -4.380  0.0000
H6 0.771 -2.312 -3.584  -0.0002
H7 3.059 -1.628 -0.035  -0.0001
H8 4.761 -3.254 -0.815  0.0000
H9 3.187 0.441 -2.228  0.0047
H10 3.023 3.100 -1.915  -0.0003
H11 0.563 3.580 -0.856  0.0003
H12 -0.067 -3.653 -0.957  0.0044
H13 -2.552 -3.814 0.039  0.0002
H14 -3.413 -1.251 0.310  -0.0020
F1 -3.597 1.032 -2.152  0.0038
C26 -2.265 1.479 -2.298  -0.0603
F2 -1.698 0.585 -3.224  0.0046
H15 -2.333 2.412 -2.848  -0.0033